Entry 1:
2 unconnected molecules or ions with the total composition C4H10O2, computed with wB97M-V/def2-TZVPD.

```
16
C4H10O2, DFT wB97M-V/def2-TZVPD
C -2.181 -0.765 -0.156
C -1.266 0.379 0.251
C 0.192 0.110 -0.248
O 0.350 -0.194 -1.496
C 1.161 0.955 0.412
O 2.840 -0.521 -0.768
H -3.230 -0.506 0.017
H -2.039 -0.985 -1.216
H -1.958 -1.672 0.415
H -1.580 1.307 -0.239
H -1.295 0.552 1.334
H 0.520 -0.761 0.458
H 2.005 -0.540 -1.314
H 1.222 0.987 1.498
H 1.885 1.561 -0.127
H 3.421 0.092 -1.232
```

The HOMO energy comes out at -0.3274 Eh. As for the electronic energy: -308.74478 a.u. As for the total charge: 0. The calculation puts the energy relative to the best compared isomer or geometry (same formula, charge and spin) at 4.1738 eV. The molar mass comes out at 90.12 g/mol. The calculation puts the orbital gap at 7.57 eV. The largest force on an atom is 0.53 eV/A.

=====

Entry 2:
A single C3H4N2OS molecule in a non-equilibrium geometry, computed with wB97M-V/def2-TZVPD.

```
11
C3H4N2OS, DFT wB97M-V/def2-TZVPD
C 0.148 -0.690 0.020
C 0.451 0.790 0.204
C 1.693 0.736 -0.351
H -2.896 0.993 0.361
H -1.264 -1.860 0.593
H -0.226 1.720 0.491
H 2.553 1.289 -0.260
N -1.183 -0.893 0.428
N 1.071 -1.454 -0.351
O 2.115 -0.530 -0.543
S -2.462 -0.100 -0.593
```

The HOMO energy comes out at -0.3488 Eh. As for the electronic energy: -699.51789 a.u. As for the total charge: 0. The calculation puts the energy relative to the best compared isomer or geometry (same formula, charge and spin) at 4.1971 eV. The molar mass comes out at 116.14 g/mol. The calculation puts the orbital gap at 9.88 eV. The structure (SMILES) is SNc1ccon1. The largest force on an atom is 7.23 eV/A.

=====

Entry 3:
A molecular structure, C31H42BrN3P2V in a non-equilibrium geometry, computed with wB97M-V/def2-TZVPD.

```
80
C31H42BrN3P2V, DFT wB97M-V/def2-TZVPD
C -0.688 6.976 -3.717
C -0.876 5.607 -3.973
C -1.170 5.221 -5.293
C -1.266 6.208 -6.287
N -1.084 7.504 -6.020
C -0.802 7.891 -4.775
C -0.793 4.642 -2.906
C -0.769 3.841 -1.985
C -0.742 2.835 -1.018
C 0.316 2.835 -0.101
C 0.467 1.734 0.733
C -0.454 0.673 0.578
C -1.599 0.734 -0.214
C -1.739 1.837 -1.041
V 0.036 -0.281 2.253
P 2.005 -1.215 1.493
H -1.336 4.174 -5.547
H -0.468 7.328 -2.710
H -1.497 5.931 -7.321
H -0.661 8.962 -4.594
H -2.584 1.933 -1.729
H 1.014 3.676 -0.073
H -2.358 -0.049 -0.202
H 1.309 1.739 1.431
C 2.279 -2.828 2.308
C 3.180 -3.790 1.536
H 1.281 -3.267 2.473
H 2.692 -2.631 3.309
H 3.353 -4.708 2.110
H 2.743 -4.093 0.584
H 4.164 -3.358 1.330
C 1.856 -1.493 -0.330
C 2.824 -0.750 -1.250
H 0.831 -1.187 -0.589
H 1.900 -2.575 -0.518
H 2.557 -0.945 -2.299
H 2.774 0.338 -1.111
H 3.866 -1.068 -1.121
C 3.483 -0.168 1.807
C 4.835 -0.872 1.720
H 3.357 0.278 2.805
H 3.447 0.672 1.099
H 5.645 -0.145 1.870
H 4.954 -1.640 2.491
H 5.009 -1.338 0.744
Br -2.003 -1.488 2.342
P -2.528 -3.550 -1.637
C -0.702 -3.711 -1.503
C -0.296 -5.161 -1.792
H -0.389 -3.382 -0.498
H -0.262 -3.028 -2.247
H 0.766 -5.227 -2.056
H -0.471 -5.805 -0.927
H -0.873 -5.567 -2.631
C -3.139 -3.478 0.083
C -4.562 -4.000 0.262
H -3.056 -2.425 0.400
H -2.434 -4.065 0.695
H -4.782 -4.110 1.329
H -5.306 -3.318 -0.169
H -4.667 -4.976 -0.215
C -2.794 -1.871 -2.313
C -3.064 -1.952 -3.818
H -1.919 -1.248 -2.086
H -3.665 -1.452 -1.788
H -3.471 -1.006 -4.188
H -2.153 -2.168 -4.380
H -3.790 -2.739 -4.043
N 3.280 1.809 7.434
C 2.335 1.722 6.748
C 1.159 1.646 5.903
C 0.038 2.427 6.193
C -1.056 2.331 5.344
C -0.994 1.528 4.209
N 0.113 0.785 3.920
C 1.169 0.797 4.790
H 0.036 3.080 7.066
H -1.971 2.875 5.551
H -1.837 1.437 3.517
H 1.996 0.121 4.559
```

Its expectation value of S² is 0.752. The HOMO energy (alpha / beta) comes out at -0.6851 / -0.6851 Eh. As for the electronic energy: -5569.72219 a.u. The multiplicity is 2. As for the total charge: +4. The calculation puts the energy relative to the best compared isomer or geometry (same formula, charge and spin) at 0.0000 eV. The molar mass comes out at 649.49 g/mol. The calculation puts the orbital gap (alpha / beta) at 3.58 / 3.58 eV. The largest force on an atom is 4.28 eV/A.

=====

Entry 4:
A molecular structure, C35H34IN4O3PS2V in a non-equilibrium geometry, computed with wB97M-V/def2-TZVPD.

```
81
C35H34IN4O3PS2V, DFT wB97M-V/def2-TZVPD
V 0.262 -1.262 1.750
I 2.915 -1.943 2.650
C 3.650 -0.113 1.913
C 4.999 0.076 1.960
C 5.534 1.298 1.500
C 4.699 2.264 1.024
C 3.296 2.067 0.973
C 2.444 3.082 0.474
C 1.097 2.870 0.420
C 0.553 1.637 0.844
C 1.306 0.597 1.357
C 2.718 0.843 1.424
H 5.655 -0.692 2.349
H 6.604 1.457 1.534
H 5.099 3.208 0.672
H 2.882 4.018 0.146
H 0.437 3.644 0.046
H -0.522 1.512 0.748
C -1.941 -0.282 5.758
O -2.008 -1.613 5.203
C -1.218 -1.827 4.172
O -0.325 -1.071 3.816
N -1.472 -3.039 3.585
N -0.944 -3.189 2.283
H -2.673 -0.273 6.558
H -2.201 0.442 4.990
H -0.942 -0.085 6.141
H -2.415 -3.375 3.724
H -1.695 -3.060 1.601
H -0.536 -4.112 2.199
C 3.596 -2.853 -3.689
N 2.459 -3.249 -2.868
N 1.877 -2.234 -2.118
C 1.464 -2.718 -0.910
O 0.814 -2.010 -0.137
C 1.901 -4.086 -0.863
C 2.530 -4.345 -2.039
C 3.243 -5.576 -2.475
C 1.380 -1.047 -2.723
C 1.482 0.147 -2.023
C 0.980 1.306 -2.595
C 0.411 1.273 -3.861
C 0.320 0.072 -4.552
C 0.793 -1.099 -3.980
H 3.301 -2.031 -4.338
H 3.881 -3.698 -4.309
H 4.442 -2.540 -3.070
H 1.736 -4.767 -0.047
H 3.052 -6.379 -1.768
H 4.321 -5.410 -2.515
H 2.911 -5.893 -3.463
H 1.921 0.164 -1.035
H 1.041 2.233 -2.040
H 0.031 2.183 -4.306
H -0.137 0.040 -5.533
H 0.700 -2.048 -4.492
S -5.639 -0.062 1.452
P -3.850 0.512 0.905
S -2.323 -0.704 1.417
C -3.710 0.778 -0.897
C -4.848 0.894 -1.686
C -4.728 1.136 -3.049
C -3.472 1.261 -3.627
C -2.332 1.139 -2.841
C -2.451 0.898 -1.482
C -3.448 2.169 1.564
C -2.416 2.374 2.471
C -2.156 3.649 2.959
C -2.927 4.723 2.543
C -3.966 4.521 1.640
C -4.227 3.251 1.156
H -5.820 0.778 -1.223
H -5.618 1.222 -3.659
H -3.380 1.447 -4.690
H -1.347 1.225 -3.289
H -1.562 0.779 -0.872
H -1.810 1.533 2.786
H -1.344 3.799 3.660
H -2.723 5.717 2.920
H -4.573 5.357 1.316
H -5.044 3.091 0.462
```

Its expectation value of S² is 3.761. The HOMO energy (alpha / beta) comes out at -0.2540 / -0.2676 Eh. As for the electronic energy: -4178.36264 a.u. The multiplicity is 4. As for the total charge: 0. The calculation puts the energy relative to the best compared isomer or geometry (same formula, charge and spin) at 0.3948 eV. The molar mass comes out at 831.64 g/mol. The calculation puts the orbital gap (alpha / beta) at 6.89 / 7.25 eV. The largest force on an atom is 1.19 eV/A.